Here is 2 unconnected molecules or ions with the total composition C2H4BrP in a non-equilibrium geometry from OMol25. Energies are from ωB97M-V/def2-TZVPD.

Bonds (Å) are listed after each position.
Positions of all 8 atoms, in Å:
1 C 0.46 -0.02 -0.08  C2 1.344, H6 1.173
2 C 1.78 -0.13 0.16  C1 1.344, H7 1.043, H8 1.156
3 P -2.02 1.13 0.17  Br4 2.140, H5 1.427
4 Br -2.68 0.18 -1.63  P3 2.140
5 H -2.10 0.03 1.08  P3 1.427
6 H -0.21 -0.96 -0.31  C1 1.173
7 H 2.32 -1.01 0.23  C2 1.043
8 H 2.45 0.79 0.38  C2 1.156

For the frontier orbital gap (alpha / beta), the calculation gives 7.733 / 8.106 eV.

Here is 2 unconnected molecules or ions with the total composition C6H14O in a non-equilibrium geometry from OMol25. Energies are from ωB97M-V/def2-TZVPD.

Bonds (Å) are listed after each position.
Positions of all 21 atoms, in Å:
1 C 0.52 1.48 1.23  C2 1.500, H8 1.097, H9 1.090, H10 1.096
2 C -0.70 0.72 0.83  C1 1.500, C4 1.333, H11 1.090
3 C 0.14 -1.28 2.28  H12 1.100, H13 1.089, H14 1.082, H16 1.095
4 C -0.89 0.12 -0.35  C2 1.333, C5 1.502, H15 1.087
5 C 0.16 0.06 -1.41  C4 1.502, C6 1.523, O7 1.425, H17 1.109
6 C -0.28 -0.80 -2.59  C5 1.523, H18 1.094, H19 1.096, H20 1.095
7 O 0.39 1.41 -1.82  C5 1.425, H21 0.964
8 H 0.66 1.59 2.32  C1 1.097
9 H 0.37 2.46 0.79  C1 1.090
10 H 1.45 1.07 0.81  C1 1.096
11 H -1.49 0.67 1.58  C2 1.090
12 H -0.17 -0.63 3.11  C3 1.100
13 H 1.23 -1.30 2.24  C3 1.089
14 H -0.30 -2.26 2.40  C3 1.082
15 H -1.86 -0.33 -0.55  C4 1.087
16 H -0.23 -0.96 1.30  C3 1.095
17 H 1.11 -0.36 -1.01  C5 1.109
18 H -1.24 -0.45 -2.97  C6 1.094
19 H -0.39 -1.86 -2.31  C6 1.096
20 H 0.45 -0.74 -3.40  C6 1.095
21 H 1.08 1.39 -2.49  O7 0.964

For the frontier orbital gap, the calculation gives 9.744 eV.

Here is C6H10O6 in the gas phase in a non-equilibrium geometry from OMol25. Energies are from ωB97M-V/def2-TZVPD.

Bonds (Å) are listed after each position.
Positions of all 22 atoms, in Å:
1 C 1.18 0.72 0.93  C2 1.330, C3 1.562, O7 1.285
2 C 1.26 0.22 -0.30  C1 1.330, C5 1.585, O8 1.448
3 C -0.14 0.75 1.77  C1 1.562, C4 1.528, H13 1.040, H14 1.165
4 C -1.11 -0.29 1.21  C3 1.528, C6 1.541, H15 1.088, H16 1.170
5 C 0.10 -0.61 -0.99  C2 1.585, C6 1.486, O9 1.351, O10 1.471
6 C -1.20 -0.28 -0.33  C4 1.541, C5 1.486, O11 1.408, O12 1.387
7 O 2.15 1.38 1.46  C1 1.285, H17 0.986
8 O 2.42 0.26 -1.16  C2 1.448, H18 0.961
9 O 0.65 -1.84 -0.87  C5 1.351, H19 1.037
10 O 0.03 -0.07 -2.36  C5 1.471, H20 0.976
11 O -1.61 1.00 -0.74  C6 1.408, H21 0.904
12 O -2.14 -1.24 -0.65  C6 1.387, H22 0.985
13 H 0.13 0.53 2.75  C3 1.040
14 H -0.60 1.82 1.70  C3 1.165
15 H -0.75 -1.26 1.56  C4 1.088
16 H -2.21 -0.12 1.59  C4 1.170
17 H 1.88 1.93 2.23  O7 0.986
18 H 2.72 -0.65 -1.09  O8 0.961
19 H -0.01 -2.60 -1.14  O9 1.037
20 H 0.69 0.65 -2.34  O10 0.976
21 H -1.41 0.97 -1.62  O11 0.904
22 H -2.03 -1.25 -1.63  O12 0.985

For the frontier orbital gap, the calculation gives 9.186 eV.